Record 1
Entry from the OMol25 dataset: C28H41HgN2P as an isolated structure (wB97M-V/def2-TZVPD).

Geometry (Å):
H: -3.027 -0.605 -0.047
H: -1.312 0.627 -5.308
H: 7.010 0.169 2.391
H: -1.001 -2.811 -0.559
H: 4.059 0.231 5.750
H: -3.971 2.971 1.116
H: -0.554 4.279 0.050
C: -0.622 3.742 0.998
H: 0.809 2.177 0.522
C: -2.556 -3.468 0.784
H: -2.710 3.071 -0.963
H: 0.091 4.198 1.683
H: -0.445 1.704 1.659
C: -1.057 -0.203 -2.544
C: -2.044 3.845 1.562
H: 4.932 -0.237 -1.991
C: 2.051 -0.027 3.063
H: -2.642 -2.626 -1.199
H: -2.753 1.064 -2.969
H: 1.625 0.190 5.154
H: 0.555 -0.682 -4.900
H: -0.659 2.208 -1.331
C: 6.807 0.057 -0.964
N: 2.947 -0.104 2.097
C: -2.526 -0.002 -2.957
C: -3.676 -2.794 1.569
H: -0.290 -2.193 -5.207
C: -1.089 1.767 -0.421
H: -2.491 4.780 1.232
C: -2.922 2.671 1.111
H: 7.396 0.116 -1.864
C: -0.507 -1.471 -3.192
H: -1.181 -2.307 -3.012
H: -2.914 -4.387 0.322
H: -3.878 -0.827 2.447
C: -0.253 2.282 0.755
C: -3.116 -1.606 2.368
H: 5.729 0.075 3.955
C: 4.679 0.062 3.712
C: 4.249 -0.048 2.388
Hg: 2.047 -1.269 -0.311
C: 5.436 -0.138 -1.039
H: 8.446 0.289 0.408
C: -2.784 -0.601 -4.346
N: 4.664 -0.191 0.029
H: -1.805 -0.766 -6.254
C: 6.567 0.095 1.412
C: -1.563 -0.433 -5.245
H: -3.646 -0.107 -4.793
C: -2.559 2.219 -0.300
H: -0.457 0.634 -2.931
C: -0.367 -1.231 -4.699
C: 5.190 -0.062 1.248
H: -4.448 -2.458 0.873
H: -1.694 -0.008 2.047
H: -2.013 3.866 2.652
C: -2.058 -1.067 0.178
H: -1.756 -3.741 1.474
H: -3.018 -1.664 -4.262
C: -2.028 -2.525 -0.302
P: -0.772 -0.060 -0.709
C: 2.391 0.113 4.398
H: -2.863 -1.928 3.380
C: -1.863 -1.027 1.695
H: -3.198 -0.483 -2.245
H: 1.013 -0.062 2.753
H: -2.832 1.839 1.809
H: -0.978 -1.616 1.956
H: 0.473 -1.739 -2.773
H: -3.245 1.439 -0.628
C: 3.739 0.144 4.723
C: 7.380 0.158 0.294
H: -4.141 -3.511 2.246

Results
Multiplicity: 2
Max |F| (eV Å⁻¹): 0.8
Charge: +1
Orbital gap (spin up / spin down) (eV): 7.88 / 6.80
<S²>: 0.7592

Results of the Mulliken charge analysis, in e, for atoms 1 through 8: atom 1 (H): 0.553, atom 2 (H): 0.331, atom 3 (H): 0.289, atom 4 (H): 0.239, atom 5 (H): 0.446, atom 6 (H): 0.493, atom 7 (H): 0.363, atom 8 (C): -1.003

Record 2
Entry from the OMol25 dataset: C28H41InN11O3 as an isolated structure in a non-equilibrium geometry (wB97M-V/def2-TZVPD).

Geometry (Å):
N: 3.675 1.553 -3.769
H: 5.863 0.608 5.800
H: -3.717 3.853 -2.214
C: -1.931 3.932 -3.397
H: -4.185 2.031 -0.575
C: 3.055 0.368 -3.976
C: -2.333 2.338 -1.602
H: -3.371 3.645 0.895
H: -2.192 4.791 -3.985
N: -2.165 -1.150 3.609
H: 1.105 2.076 2.344
N: -1.249 -1.067 1.334
H: -4.049 -0.729 2.816
H: 0.725 -3.310 -4.304
H: 4.130 0.134 -5.658
H: -2.180 -3.561 -3.394
C: 2.899 1.281 3.268
C: -1.592 2.877 1.199
H: -3.175 -0.745 0.515
H: -1.548 3.421 3.183
H: 4.457 -1.464 1.960
H: 1.581 -1.002 -3.133
C: 0.162 -3.060 -2.191
H: 2.272 2.330 -0.797
H: -1.737 -2.883 4.686
H: -2.260 -4.131 1.307
H: -2.858 0.946 -0.134
H: -0.332 -3.697 -1.462
N: 5.027 0.694 5.233
C: -0.419 -2.280 1.723
H: -3.966 -2.204 3.795
N: -1.187 1.685 -1.831
H: -2.155 0.546 2.363
C: 3.344 2.213 -2.640
C: 3.758 -0.676 2.122
N: -2.767 2.885 0.642
H: -1.863 4.776 2.188
H: 2.563 -1.154 0.374
C: -1.384 -3.009 -3.916
C: -1.248 -1.622 -3.340
C: -0.745 3.273 -3.612
H: 1.224 -2.898 -1.903
O: -0.438 -1.752 -2.171
H: 3.147 -1.253 -5.349
H: -0.366 -1.862 4.195
O: 6.114 -0.252 3.528
H: 0.523 -1.967 2.122
C: 2.115 -0.085 -2.983
H: 4.174 0.917 5.747
H: -0.059 3.574 -4.395
N: -3.194 -2.360 1.847
O: -0.744 1.951 0.983
H: -2.226 -1.209 -3.116
H: -1.657 -3.005 -4.981
H: -2.250 -2.242 -0.037
N: -1.123 -3.078 2.692
H: -0.580 0.057 2.964
C: 2.457 1.736 -1.699
In: 0.097 0.549 -0.129
C: -2.753 3.394 -2.425
N: 1.837 0.583 -1.846
C: -3.423 -1.607 3.065
H: 0.007 -4.705 -3.533
N: 3.351 -0.271 -5.159
C: -0.027 -3.628 -3.569
C: 2.718 -0.518 1.212
H: 2.893 1.985 4.081
H: -2.907 -4.080 2.956
C: -1.264 3.876 2.223
H: 0.331 1.482 -3.190
H: -0.738 -0.964 -4.057
H: -0.236 -2.878 0.804
C: -0.474 2.118 -2.932
C: -3.123 1.955 -0.417
C: 3.883 0.296 3.150
C: -1.307 -2.287 3.902
C: -2.389 -3.516 2.186
C: -1.529 -0.322 2.599
C: 5.104 0.207 4.007
H: -0.219 4.107 2.264
N: 1.812 0.494 1.282
C: 1.893 1.337 2.308
H: 3.826 3.197 -2.478
C: -2.491 -1.592 0.823

Results
Multiplicity: 1
Energy above the lowest of the compared OMol25 structures with the same formula, charge and spin (kcal/mol): 7.8
Max |F| (eV Å⁻¹): 2.9
Charge: +3
Orbital gap (eV): 6.81

Results of the Mulliken charge analysis, in e, for atoms 1 through 8: atom 1 (N): -0.549, atom 2 (H): 0.265, atom 3 (H): 0.511, atom 4 (C): -0.714, atom 5 (H): 0.896, atom 6 (C): 0.402, atom 7 (C): 0.736, atom 8 (H): 0.317

> The highest multiplicity belongs to which entry?

C28H41HgN2P